{"formula": "C25H34N3O3", "method": "ωB97M-V with the def2-TZVPD basis set", "total_charge": 1, "orbital_gap_ev": 5.56, "e_tot_ev": -37080.66077, "e_above_lowest_kj_mol": 193.5, "symbols": ["C", "C", "N", "C", "C", "C", "C", "C", "C", "C", "C", "C", "N", "C", "C", "O", "C", "C", "C", "C", "C", "C", "C", "C", "O", "H", "H", "H", "H", "H", "H", "H", "H", "H", "H", "H", "H", "H", "H", "H", "H", "H", "H", "H", "H", "H", "H", "H", "H", "H", "C", "C", "N", "C", "C", "O", "H", "H", "H", "H", "H", "H", "H", "H", "H"], "coordinates": [[-5.013451, -5.143119, 0.047470], [-4.655951, -3.706276, -0.315444], [-3.508448, -3.766339, -1.222937], [-2.689219, -2.625669, -1.325024], [-3.235276, -1.327429, -1.341593], [-2.396533, -0.225887, -1.361782], [-0.974026, -0.366173, -1.258780], [-0.137604, 0.789502, -1.228852], [1.216514, 0.856373, -0.771135], [1.719580, 0.004679, 0.259839], [3.012019, 0.152644, 0.747409], [3.884080, 1.088178, 0.162931], [5.240960, 1.209641, 0.555673], [5.521214, 1.142387, 1.990237], [6.958262, 1.601506, 2.207135], [7.874031, 0.821839, 1.432745], [7.613134, 0.898684, 0.029964], [6.184254, 0.481508, -0.294795], [3.417584, 1.929543, -0.872643], [2.107221, 1.848750, -1.293978], [-0.449810, -1.699061, -1.267285], [-1.287060, -2.795206, -1.357689], [-3.752067, -4.538723, -2.436725], [-4.201765, -5.945175, -2.050227], [-5.291982, -5.917840, -1.123504], [-4.168397, -5.577118, 0.620042], [-5.944230, -5.184344, 0.634086], [-5.515778, -3.203571, -0.799097], [-4.365943, -3.159270, 0.589481], [-4.321130, -1.210868, -1.359642], [-2.828641, 0.776033, -1.438304], [-0.541671, 1.695216, -1.689470], [1.065172, -0.756330, 0.691942], [3.383766, -0.485148, 1.555318], [4.837537, 1.824715, 2.508914], [5.382381, 0.116531, 2.381409], [7.025117, 2.676094, 1.943445], [7.276135, 1.432026, 3.247014], [7.778525, 1.924969, -0.354458], [8.328375, 0.192718, -0.419049], [6.088057, -0.612538, -0.135836], [5.955584, 0.715316, -1.339703], [4.121839, 2.651743, -1.291058], [1.747559, 2.529007, -2.069782], [0.628905, -1.851756, -1.235333], [-0.896496, -3.817559, -1.384776], [-4.549176, -4.066048, -3.046620], [-2.826052, -4.585568, -3.018957], [-4.603837, -6.482354, -2.924261], [-3.334047, -6.488724, -1.624310], [-1.929014, 4.981481, 2.132343], [-1.135071, 4.072322, 1.197180], [-1.777650, 2.771334, 1.208101], [-3.191309, 2.717664, 0.888039], [-3.911978, 3.675743, 1.833475], [-3.315378, 4.969338, 1.805254], [-1.766109, 4.618387, 3.163762], [-1.641799, 6.039349, 2.039056], [-1.091100, 4.521001, 0.186134], [-0.122498, 3.951233, 1.589990], [-1.238241, 2.067367, 0.714890], [-3.403004, 2.999854, -0.162194], [-3.539793, 1.696020, 1.065678], [-4.956439, 3.855729, 1.537296], [-3.859828, 3.241668, 2.848990]], "forces_ev_per_a": [[-0.2044, -0.2905, -0.2315], [-0.2004, 0.1460, -0.4108], [0.6304, 0.7452, 0.2180], [-0.3436, -0.4519, 0.1609], [0.2304, 0.3607, 0.2435], [0.0531, 0.0335, -0.0653], [-0.1872, 0.0156, 0.0517], [0.3818, -0.7952, -0.2840], [0.1494, 0.0772, 0.2209], [0.0754, 0.0447, 0.0155], [-0.3174, -0.0760, -0.0167], [0.5422, 0.0223, -0.1287], [-0.9432, 0.3957, -0.0333], [0.0485, -0.4534, -0.0777], [0.3379, -0.2222, -0.0439], [-0.5445, 0.3482, -0.2804], [0.1330, 0.0540, 0.2587], [0.1713, -0.2789, 0.0764], [-0.0869, -0.2590, -0.0471], [-0.1753, 0.0126, -0.0097], [-0.1276, -0.1844, -0.0047], [0.2099, 0.2140, -0.0721], [-0.2464, -0.3095, -0.0877], [-0.2089, -0.2008, 0.1593], [0.5855, 0.4340, 0.0873], [-0.3832, 0.0376, -0.2110], [0.4703, 0.0706, -0.0686], [0.1192, -0.1755, 0.2381], [-0.1005, -0.0587, -0.1934], [0.3978, 0.0563, -0.0060], [0.1617, -0.2804, 0.0708], [0.0000, -0.1128, 0.2203], [0.2075, 0.3445, -0.0517], [-0.2714, 0.2345, -0.3241], [0.0994, -0.1801, -0.0512], [0.1425, 0.2531, 0.0206], [0.1329, -0.3947, 0.1102], [-0.2627, 0.2720, -0.3257], [0.0993, -0.3355, 0.2482], [-0.2876, 0.4038, -0.0461], [-0.0735, 0.2983, -0.0801], [0.0773, -0.1404, 0.0994], [-0.3335, -0.1851, 0.0891], [0.0678, -0.1735, 0.2539], [-0.3055, 0.0422, -0.0978], [-0.0638, 0.4535, 0.0354], [0.3212, -0.0136, 0.1629], [-0.1898, -0.0090, -0.0104], [0.3863, 0.1797, 0.2947], [-0.4047, 0.0860, -0.0910], [-0.1576, 0.0065, -0.0218], [-0.4127, 0.2444, -0.1784], [0.4404, -0.7666, 0.1905], [0.0356, 0.4660, -0.1499], [0.0462, 0.1849, 0.0197], [0.1250, -0.2743, -0.0260], [-0.1657, 0.2228, -0.1906], [0.1272, -0.4475, 0.1308], [0.0102, -0.0195, 0.1799], [-0.0029, 0.1024, -0.1248], [-0.1412, 0.1946, 0.1324], [-0.0403, -0.0070, 0.1561], [-0.0742, 0.0881, -0.0800], [0.3352, -0.3074, 0.1668], [-0.0949, 0.2579, -0.1900]]}

=====

{"formula": "C25H34N4O2", "method": "ωB97M-V with the def2-TZVPD basis set", "orbital_gap_ev": 8.15, "e_tot_ev": -36534.61181, "e_above_lowest_kj_mol": 1.5, "symbols": ["O", "C", "N", "C", "C", "C", "C", "C", "N", "C", "N", "H", "C", "H", "H", "C", "N", "H", "C", "C", "O", "H", "H", "H", "H", "H", "H", "H", "C", "C", "C", "H", "H", "H", "H", "H", "H", "C", "H", "H", "C", "C", "C", "C", "C", "C", "C", "C", "H", "H", "C", "H", "H", "H", "H", "H", "C", "H", "H", "H", "H", "H", "H", "H", "H"], "coordinates": [[1.534010, 0.444354, -0.442734], [1.423842, 1.391625, 0.311373], [0.809643, 2.556890, -0.043651], [0.459478, 2.910982, -1.365034], [0.887625, 4.119901, -1.867909], [0.644946, 4.459303, -3.202097], [0.020007, 3.580407, -4.044435], [-0.445414, 2.343253, -3.557654], [-1.004093, 1.478615, -4.422396], [-1.479154, 0.333213, -3.978081], [-1.974903, -0.509067, -4.931184], [-1.779217, -0.168340, -5.863221], [-2.004980, -1.946646, -4.800377], [-2.523280, -2.215798, -3.878015], [-2.586232, -2.339449, -5.637552], [-0.592009, -2.584716, -4.815713], [0.168577, -2.485038, -3.591978], [0.193929, -1.523587, -3.265052], [-0.265761, -3.368982, -2.527824], [0.538715, -3.130358, -1.244727], [0.098426, -1.997984, -0.535888], [0.617410, -1.219031, -0.789921], [0.387560, -3.987243, -0.579068], [1.602130, -3.059905, -1.491870], [-1.334120, -3.265554, -2.274434], [-0.098325, -4.396564, -2.867214], [-0.685993, -3.646839, -5.059409], [-0.007755, -2.102985, -5.607036], [-1.551638, 0.033991, -2.588666], [-0.945598, 0.873341, -1.707097], [-0.286677, 2.033320, -2.177708], [-0.987542, 0.666211, -0.649482], [-2.083269, -0.835217, -2.238356], [-0.129926, 3.805155, -5.088122], [0.988640, 5.415078, -3.569491], [1.434841, 4.802406, -1.232445], [0.912305, 3.337630, 0.589196], [1.956193, 1.391375, 1.729656], [2.082278, 2.417804, 2.081834], [2.936188, 0.910265, 1.710633], [1.056362, 0.623700, 2.725210], [1.146154, -0.884169, 2.481775], [0.279547, -1.628885, 3.495764], [0.766618, -1.327468, 4.911580], [0.671400, 0.175554, 5.164762], [-0.781754, 0.625013, 5.023799], [-1.268166, 0.319600, 3.608319], [-1.172628, -1.181846, 3.343600], [-1.808392, -1.724536, 4.046994], [-1.517466, -1.405420, 2.332115], [-0.403093, 1.067934, 2.594829], [-0.766032, 0.853404, 1.587839], [-0.484564, 2.146021, 2.761740], [-2.309461, 0.645676, 3.502187], [-1.404983, 0.101759, 5.752317], [-0.862413, 1.696575, 5.223699], [1.536834, 0.922808, 4.150581], [2.580393, 0.617579, 4.259229], [1.481149, 1.997520, 4.345773], [1.027429, 0.401160, 6.176930], [1.800618, -1.660116, 5.029332], [0.156839, -1.865944, 5.640700], [0.350642, -2.704702, 3.304045], [2.185130, -1.209337, 2.576244], [0.808979, -1.123697, 1.473786]], "forces_ev_per_a": [[0.0858, -0.2215, -0.1332], [0.2760, 0.2209, 0.3982], [-0.2147, 0.3939, 0.0880], [0.0769, 0.2368, -0.3936], [-0.0111, -0.2307, 0.3349], [-0.1359, -0.0511, -0.1983], [0.0838, 0.1664, 0.0800], [0.2387, 0.0632, 0.6593], [-0.2288, -0.4756, -0.3694], [0.0369, 0.6893, -0.1279], [-0.1649, -0.0073, -0.2734], [-0.0049, 0.0346, 0.1135], [0.4283, -0.3519, 0.0867], [-0.0683, -0.0725, -0.0865], [-0.0384, 0.0087, 0.0961], [-0.3234, 0.0867, -0.1372], [0.1728, 0.2314, 0.2478], [0.0715, -0.1187, -0.0303], [0.2361, 0.0688, 0.2675], [-0.2747, -0.5273, -0.2886], [-0.0940, 0.4277, -0.0392], [0.0138, -0.0705, 0.1229], [0.0824, 0.0328, -0.0945], [-0.0054, -0.0310, 0.0056], [0.0299, -0.0631, 0.0272], [-0.0473, -0.0130, 0.0495], [0.0250, 0.0018, -0.0803], [-0.1234, -0.1012, -0.0918], [0.0213, 0.1374, 0.2912], [-0.1493, -0.1918, -0.2786], [-0.0753, 0.1989, -0.3343], [0.0202, -0.0627, 0.0634], [0.0155, -0.1342, 0.0479], [-0.0247, 0.0094, -0.1188], [0.0233, 0.0600, -0.0535], [0.0966, 0.0083, 0.0634], [0.0040, -0.2195, -0.0174], [-0.1126, -0.2590, 0.0943], [0.0161, 0.0281, 0.0253], [0.0249, 0.0624, -0.0282], [0.2543, 0.2435, -0.1912], [-0.1716, -0.0316, 0.0130], [0.0417, -0.2595, -0.0098], [-0.0234, 0.0161, -0.0408], [0.0995, 0.0569, 0.2923], [0.0370, -0.0023, -0.0475], [-0.3025, 0.0988, -0.0049], [0.0393, 0.0251, -0.0046], [-0.0571, -0.0404, 0.0096], [-0.0660, -0.0431, -0.0541], [-0.0287, -0.1511, 0.1554], [-0.0401, 0.0409, -0.0828], [-0.0010, 0.0955, -0.0468], [0.0719, -0.0203, -0.0035], [-0.0441, 0.0078, 0.0541], [-0.0303, 0.0495, 0.0417], [-0.1154, -0.0662, 0.0061], [0.1016, 0.0165, -0.0209], [0.0363, 0.0854, -0.0242], [-0.0185, -0.0116, -0.0736], [0.0473, -0.0477, 0.0337], [0.0010, -0.0472, 0.0605], [0.0008, 0.0489, -0.0059], [0.1077, 0.0048, -0.0400], [0.0774, -0.0338, -0.0035]]}

=====

{"formula": "C25H34N4OS", "method": "ωB97M-V with the def2-TZVPD basis set", "orbital_gap_ev": 9.03, "e_tot_ev": -45321.95883, "e_above_lowest_kj_mol": 10.7, "symbols": ["C", "C", "C", "C", "H", "H", "S", "C", "N", "N", "C", "N", "C", "C", "C", "C", "C", "C", "C", "H", "H", "H", "H", "H", "H", "H", "C", "N", "C", "O", "C", "C", "C", "C", "C", "C", "C", "C", "H", "H", "C", "H", "H", "H", "H", "H", "C", "H", "H", "H", "H", "H", "H", "H", "H", "H", "H", "H", "H", "H", "H", "H", "H", "H", "H"], "coordinates": [[1.634822, 4.220955, -0.138445], [2.900938, 4.036796, -0.966514], [4.176335, 4.037384, -0.124384], [4.305421, 2.841218, 0.806771], [5.208982, 2.922139, 1.411140], [3.436215, 2.719838, 1.448239], [4.468531, 1.265009, -0.106745], [2.885705, 0.609260, 0.148838], [1.941757, 1.092817, 0.910149], [0.886629, 0.264386, 0.815215], [1.195651, -0.709504, 0.006712], [2.470178, -0.543491, -0.460730], [3.259804, -1.381751, -1.326038], [4.353876, -2.076854, -0.551303], [5.683124, -1.933465, -0.920676], [6.680787, -2.561744, -0.196119], [6.358511, -3.330799, 0.908427], [5.033941, -3.471855, 1.286301], [4.036219, -2.849273, 0.558855], [3.003889, -2.958333, 0.860203], [4.776466, -4.067459, 2.149460], [7.137265, -3.817054, 1.476602], [7.712390, -2.444190, -0.492052], [5.937853, -1.323767, -1.774703], [3.700901, -0.754056, -2.107216], [2.591835, -2.112985, -1.790150], [0.278808, -1.826326, -0.347825], [-1.064266, -1.493311, 0.057064], [-2.083968, -1.488468, -0.837942], [-1.957805, -1.956942, -1.951296], [-3.384209, -0.877810, -0.318788], [-3.816973, -1.529323, 1.000281], [-5.122616, -0.893217, 1.479073], [-6.215628, -1.107835, 0.434085], [-5.789316, -0.457496, -0.880792], [-5.583012, 1.040952, -0.666112], [-4.489972, 1.254939, 0.379428], [-4.908528, 0.604132, 1.697065], [-4.136514, 0.764810, 2.453361], [-5.831885, 1.061425, 2.059671], [-3.182473, 0.629837, -0.106882], [-2.391805, 0.815970, 0.623850], [-2.877963, 1.090956, -1.049497], [-4.336942, 2.328852, 0.535350], [-6.514722, 1.501640, -0.329462], [-5.295451, 1.515039, -1.607110], [-4.486007, -1.088808, -1.362098], [-4.174970, -0.645558, -2.309547], [-4.622134, -2.158457, -1.532785], [-6.567567, -0.615050, -1.635757], [-6.381754, -2.176947, 0.283707], [-7.153450, -0.668463, 0.781903], [-5.423293, -1.360325, 2.424142], [-3.050892, -1.399029, 1.767399], [-3.958313, -2.601846, 0.847208], [-1.122608, -0.935524, 0.895161], [0.604710, -2.754503, 0.144778], [0.259049, -2.000360, -1.430564], [5.044256, 4.061208, -0.788580], [4.201510, 4.940636, 0.490871], [2.975531, 4.846972, -1.695936], [2.837829, 3.099774, -1.524595], [1.707431, 5.117220, 0.474216], [1.464693, 3.364644, 0.509231], [0.773180, 4.323380, -0.794096]], "forces_ev_per_a": [[0.1037, -0.0619, -0.1127], [0.0355, 0.1385, 0.1699], [-0.1432, -0.1268, -0.2193], [0.0481, -0.1221, -0.1927], [-0.0902, -0.0577, 0.0475], [0.0646, 0.0492, 0.1266], [0.4287, 0.1559, 0.0658], [-0.1203, -0.0088, 0.0656], [0.8715, 0.4383, 0.0353], [-0.9174, -0.7862, -0.1125], [0.0042, 0.1588, 0.0041], [-0.4220, 0.5529, 0.4107], [0.2553, -0.2342, -0.1639], [0.0780, -0.0761, -0.0588], [-0.1565, -0.0602, -0.0234], [0.1104, -0.0384, 0.0125], [0.0932, -0.0026, -0.0019], [-0.0910, -0.0360, 0.0598], [0.0223, 0.0208, -0.0592], [-0.1114, -0.0048, 0.0497], [-0.0168, -0.0511, 0.0671], [0.0674, -0.0345, 0.0436], [0.0928, 0.0116, -0.0173], [0.0281, 0.0942, -0.1041], [-0.1159, -0.1332, -0.0044], [0.0649, 0.1506, -0.0214], [-0.1048, -0.3124, -0.1719], [0.4213, -0.0085, 0.2810], [-0.2564, 0.0048, 0.2974], [-0.0215, -0.0835, -0.3882], [0.1563, -0.1229, -0.3150], [-0.1104, 0.0619, 0.0551], [-0.0799, -0.1113, 0.2491], [0.0307, 0.0282, -0.0135], [-0.1781, -0.0281, -0.1359], [0.0157, -0.0371, 0.0190], [0.0298, 0.2823, 0.0413], [0.0081, -0.0218, -0.0402], [0.0164, 0.0292, 0.0694], [-0.0272, 0.0355, 0.0535], [-0.1168, 0.0723, 0.0705], [0.0698, 0.0297, 0.0046], [0.0749, 0.0179, -0.0326], [0.0050, -0.0718, -0.0138], [-0.0453, 0.0536, -0.0135], [-0.0183, 0.0534, -0.0528], [0.0117, 0.0297, 0.0075], [0.0161, -0.0442, -0.0332], [0.0193, -0.0293, -0.0559], [0.0599, 0.0015, 0.0356], [-0.0512, -0.0570, 0.0025], [-0.0657, -0.0168, 0.0246], [0.0365, 0.0230, -0.0660], [0.0369, -0.0367, 0.0420], [0.0524, -0.0693, 0.0182], [-0.1244, 0.0509, -0.0672], [0.0152, 0.0825, -0.1679], [0.0318, -0.0332, 0.1942], [0.0439, 0.0802, 0.0569], [0.0566, 0.0631, -0.0016], [0.0154, -0.0601, -0.0637], [0.0339, 0.0151, -0.0954], [-0.0451, 0.1439, 0.0794], [-0.0573, 0.0218, 0.0635], [-0.1394, 0.0271, -0.0037]]}